This record from the Open Molecules 2025 dataset describes an isolated molecule of C7H6O3 in a non-equilibrium geometry. The level of theory is wB97M-V/def2-TZVPD.

Each line ends with the natural charge from an NBO analysis.
Element x y z (Å)
1 O 0.853 0.467 -1.948  -0.487
2 O -0.593 -0.530 2.996  -0.508
3 O -2.044 0.691 0.200  -0.456
4 C 0.010 0.064 -1.153  0.464
5 C -0.526 -0.538 1.739  0.484
6 C 0.387 -1.210 -0.570  -0.195
7 C 0.134 -1.515 0.827  -0.043
8 C 0.491 -2.905 1.342  -0.649
9 C -0.793 1.109 -0.347  -0.042
10 C -1.140 0.772 1.166  0.059
11 H 0.936 -1.950 -1.208  0.244
12 H 0.468 -3.652 0.560  0.228
13 H -0.243 -3.202 2.093  0.238
14 H 1.379 -2.779 1.913  0.237
15 H -0.716 2.155 -0.711  0.226
16 H -1.324 1.539 1.806  0.200

Force components x, y, z for each atom (eV/Å):
-1.45 0.34 -0.65
0.74 -1.44 -3.26
-2.30 -0.59 -2.87
2.83 2.22 1.37
-0.79 2.59 2.69
-1.82 -2.50 4.61
0.25 -0.41 -4.08
-1.29 1.39 0.44
-0.53 -0.78 0.95
3.53 -2.40 -2.53
-0.68 0.88 0.70
0.56 0.01 -0.11
-0.17 0.06 -0.07
1.19 -0.54 0.18
-0.14 -0.86 0.36
0.08 2.03 2.27

Values from the calculation:
**HOMO-LUMO gap**: 8.564 eV
**SMILES**: CC1=CC(=O)[C@H]2O[C@H]2C1=O
**HOMO**: -0.366 hartree
**Net charge**: 0
**E_LUMO**: -1.39 eV
**Total energy**: -13495.182 eV

This record from the Open Molecules 2025 dataset describes a cluster of 13 separate species, C40H80O31S6 in total in a non-equilibrium geometry. The level of theory is wB97M-V/def2-TZVPD.

Each line ends with the Mulliken charge.
Element x y z (Å)
1 C 10.429 -20.087 -11.060  0.144
2 C 11.854 -20.185 -11.533  1.217
3 C 12.541 -20.947 -10.445  -0.348
4 O 11.809 -20.539 -9.264  -0.110
5 C 10.499 -20.018 -9.581  1.306
6 H 9.819 -20.891 -11.476  -0.169
7 H 9.989 -19.169 -11.457  0.460
8 H 12.279 -19.183 -11.628  -0.423
9 H 11.814 -20.516 -12.572  -0.459
10 H 13.595 -20.695 -10.346  0.318
11 H 12.453 -22.022 -10.629  -0.413
12 H 10.579 -19.035 -9.106  -1.185
13 H 9.871 -20.610 -8.913  -0.334
14 C 10.555 -25.444 -12.654  -0.728
15 C 11.360 -25.074 -11.451  0.097
16 C 10.457 -24.180 -10.529  0.762
17 O 9.257 -24.087 -11.320  -0.544
18 C 9.495 -24.415 -12.686  0.333
19 H 10.013 -26.390 -12.592  0.272
20 H 11.184 -25.530 -13.541  0.269
21 H 12.370 -24.696 -11.630  -0.390
22 H 11.683 -25.896 -10.806  0.429
23 H 10.800 -23.194 -10.211  -0.797
24 H 10.325 -24.759 -9.614  0.257
25 H 9.825 -23.502 -13.195  -0.602
26 H 8.609 -24.689 -13.258  0.548
27 C 17.084 -23.168 -11.423  0.261
28 C 16.187 -22.699 -12.601  -0.694
29 C 15.185 -23.857 -12.757  1.015
30 O 15.235 -24.573 -11.494  -0.366
31 C 16.546 -24.504 -10.976  -0.760
32 H 16.935 -22.438 -10.626  -0.453
33 H 18.164 -23.114 -11.567  0.440
34 H 16.680 -22.453 -13.539  0.487
35 H 15.670 -21.843 -12.169  0.147
36 H 15.350 -24.480 -13.637  0.374
37 H 14.176 -23.448 -12.761  -1.123
38 H 17.084 -25.304 -11.496  0.336
39 H 16.645 -24.661 -9.903  0.406
40 C 6.808 -21.641 -13.618  -0.118
41 C 5.330 -21.660 -13.946  -0.600
42 C 5.167 -20.304 -14.564  -0.608
43 O 6.140 -19.461 -13.933  -0.517
44 C 6.939 -20.215 -13.051  0.631
45 H 7.407 -21.887 -14.495  0.173
46 H 6.953 -22.315 -12.771  0.097
47 H 4.823 -21.691 -12.981  0.174
48 H 5.111 -22.504 -14.597  0.411
49 H 4.208 -19.922 -14.208  0.340
50 H 5.188 -20.319 -15.654  0.302
51 H 6.525 -20.164 -12.042  0.035
52 H 7.966 -19.847 -13.077  -0.266
53 C 12.490 -22.891 -15.032  0.872
54 C 11.084 -22.400 -15.477  0.190
55 C 11.281 -21.760 -16.852  -0.315
56 O 12.718 -21.968 -17.121  -0.523
57 C 13.480 -22.323 -15.988  -0.473
58 H 12.561 -23.974 -15.131  0.453
59 H 12.756 -22.549 -14.032  -0.930
60 H 10.596 -21.693 -14.803  -0.424
61 H 10.442 -23.278 -15.418  0.392
62 H 11.010 -20.714 -16.980  -0.056
63 H 10.733 -22.290 -17.631  0.302
64 H 14.008 -21.440 -15.619  0.183
65 H 14.239 -23.091 -16.147  0.380
66 C 6.798 -21.103 -8.641  -0.127
67 C 6.577 -19.695 -8.036  -0.009
68 C 5.101 -19.607 -8.028  -0.654
69 O 4.645 -20.314 -9.215  -0.464
70 C 5.580 -21.354 -9.518  0.064
71 H 6.725 -21.681 -7.719  0.253
72 H 7.688 -21.378 -9.204  -0.027
73 H 6.886 -18.828 -8.625  0.072
74 H 7.095 -19.711 -7.078  0.190
75 H 4.788 -18.567 -7.952  0.370
76 H 4.691 -20.171 -7.185  0.294
77 H 5.826 -21.424 -10.577  -0.394
78 H 5.252 -22.354 -9.219  0.375
79 C 11.624 -15.354 -12.244  0.228
80 C 12.768 -14.460 -11.642  -0.742
81 C 12.717 -14.584 -10.130  -0.526
82 O 11.889 -15.752 -9.928  -0.048
83 C 10.890 -15.695 -10.949  -0.651
84 H 12.152 -16.246 -12.573  -0.384
85 H 11.242 -14.832 -13.119  0.443
86 H 12.771 -13.430 -11.996  0.389
87 H 13.706 -14.936 -11.934  0.277
88 H 12.194 -13.751 -9.647  0.277
89 H 13.661 -14.614 -9.587  0.358
90 H 10.227 -14.941 -10.515  0.291
91 H 10.404 -16.666 -11.043  0.083
92 C 10.092 -15.987 -7.150  0.196
93 C 8.918 -15.035 -7.198  -0.193
94 O 8.091 -15.742 -6.310  -0.351
95 S 8.834 -16.221 -4.976  1.038
96 O 8.110 -17.421 -4.536  -0.494
97 O 9.084 -15.162 -4.020  -0.591
98 O 10.231 -16.546 -5.823  -0.175
99 H 11.042 -15.513 -7.399  0.074
100 H 10.010 -16.834 -7.833  -0.086
101 H 8.416 -15.232 -8.144  0.283
102 H 8.987 -13.985 -6.918  0.284
103 C 10.565 -22.659 -3.734  -0.396
104 C 9.068 -22.619 -3.608  -0.359
105 O 8.681 -21.505 -4.349  -0.420
106 S 9.749 -21.218 -5.603  1.219
107 O 9.855 -19.812 -5.837  -0.395
108 O 9.399 -22.148 -6.678  -0.565
109 O 11.025 -21.804 -4.793  -0.287
110 H 10.953 -23.660 -3.918  0.203
111 H 11.019 -22.194 -2.859  0.314
112 H 8.791 -22.586 -2.556  0.305
113 H 8.582 -23.441 -4.140  0.302
114 C 13.262 -18.830 -6.618  1.347
115 C 13.852 -17.794 -7.550  1.009
116 O 14.474 -16.757 -6.789  -0.432
117 S 14.788 -17.300 -5.260  0.859
118 O 14.347 -16.219 -4.342  -0.578
119 O 16.164 -17.806 -5.113  -0.529
120 O 13.748 -18.540 -5.329  -0.194
121 H 13.602 -19.844 -6.839  -0.874
122 H 12.178 -18.893 -6.713  -0.196
123 H 13.099 -17.369 -8.212  -0.288
124 H 14.585 -18.316 -8.160  0.001
125 C 11.730 -18.319 -16.636  -0.655
126 C 10.766 -18.538 -15.391  0.008
127 O 11.597 -18.630 -14.222  -0.225
128 S 13.194 -18.232 -14.621  1.071
129 O 14.091 -19.024 -13.856  -0.448
130 O 13.326 -16.795 -14.618  -0.595
131 O 12.963 -18.804 -16.093  -0.279
132 H 11.938 -17.275 -16.870  0.337
133 H 11.568 -18.887 -17.548  0.367
134 H 10.282 -19.511 -15.466  0.079
135 H 9.971 -17.794 -15.429  0.376
136 C 18.897 -19.853 -8.112  -0.406
137 C 18.088 -18.814 -7.419  -0.507
138 O 16.792 -19.035 -7.920  -0.272
139 S 16.504 -20.664 -7.911  1.100
140 O 15.649 -21.045 -9.003  -0.278
141 O 16.134 -21.066 -6.555  -0.630
142 O 18.111 -21.035 -8.152  -0.367
143 H 19.876 -20.031 -7.666  0.329
144 H 19.174 -19.581 -9.133  0.276
145 H 18.291 -17.815 -7.810  0.361
146 H 18.179 -18.703 -6.339  0.299
147 C 13.175 -23.232 -7.747  1.709
148 C 14.287 -24.084 -8.355  0.547
149 O 14.433 -25.173 -7.457  -0.485
150 S 13.066 -25.440 -6.614  1.063
151 O 13.447 -26.170 -5.409  -0.595
152 O 12.084 -26.054 -7.517  -0.533
153 O 12.965 -23.801 -6.458  -0.177
154 H 12.209 -23.151 -8.248  -0.337
155 H 13.509 -22.195 -7.780  -0.969
156 H 15.208 -23.508 -8.432  -0.218
157 H 14.098 -24.511 -9.341  0.002

Force components x, y, z for each atom (eV/Å):
-1.56 0.91 -0.99
-0.02 1.04 -1.05
-0.48 0.01 0.13
1.67 -0.93 0.01
1.53 -0.49 2.09
0.01 -0.29 0.40
-0.15 -0.01 -0.06
0.07 0.08 0.30
0.57 -0.70 0.19
-0.06 0.04 0.22
0.01 -0.18 0.26
-0.67 0.46 -0.64
-0.77 0.00 -0.71
0.13 -1.27 -0.67
1.72 0.09 2.36
0.05 -1.21 -1.53
-1.07 0.13 0.64
0.24 1.95 -0.28
0.43 -0.28 0.46
-0.15 0.28 -0.15
-0.28 0.76 -0.64
-0.51 -0.55 -0.29
0.20 0.12 -0.49
-0.75 0.16 0.01
0.29 0.17 -0.01
-0.38 -0.28 0.72
0.47 1.31 0.46
-0.04 -0.64 0.65
-0.24 0.68 1.46
-0.81 0.16 -0.16
0.90 -0.59 -1.56
-0.10 -0.08 0.11
-0.02 -0.45 -0.45
0.12 0.10 0.16
-0.15 0.23 -0.70
0.18 -0.28 0.16
-0.07 -0.25 -0.41
0.43 -0.14 0.31
-0.62 -0.08 -0.01
-0.05 -0.17 1.82
0.86 -0.42 -0.05
-1.35 0.56 1.04
0.03 0.77 -0.96
0.26 -0.95 -1.15
0.34 0.22 0.20
0.62 -0.46 -0.40
-0.44 -0.29 -0.25
-0.47 0.08 0.14
-0.23 0.21 -0.64
0.44 0.32 -0.01
0.18 0.00 0.13
-0.05 0.18 0.12
-0.54 0.33 0.81
-0.10 0.07 0.66
1.63 -1.62 -0.15
-0.65 0.36 -1.48
-0.25 0.79 0.12
-0.30 -0.04 0.46
-0.31 -0.41 0.19
0.40 0.10 0.30
-0.24 0.13 -0.67
0.22 -0.02 0.50
0.14 -0.12 -0.07
-0.09 0.12 0.17
-0.01 0.13 -0.91
-0.18 0.47 0.25
1.56 -0.13 -1.05
-0.94 -1.33 0.58
0.14 0.56 -0.22
0.20 -0.26 1.01
0.24 -0.72 -0.40
0.35 0.42 0.43
0.69 -0.26 -0.17
-0.32 0.58 0.15
-0.53 -0.17 -0.54
-0.14 0.21 0.26
-0.23 0.48 -0.09
-0.80 0.07 -0.19
1.84 0.86 1.30
1.14 -0.29 -0.50
-1.61 0.18 0.23
1.09 -0.64 0.04
-0.34 0.12 0.26
-0.47 -0.12 -0.17
-0.89 -0.25 0.34
-0.08 -0.03 0.04
0.13 0.39 -0.32
-0.20 0.28 -0.23
0.10 -0.74 -0.28
-0.69 0.14 -0.96
-0.10 0.02 0.42
2.41 0.15 -0.30
-0.32 -1.60 -0.46
-2.05 0.17 1.95
-0.35 -1.64 0.48
1.90 2.46 -1.00
-0.20 -1.19 -1.53
-1.49 0.66 1.04
0.01 0.05 0.15
-0.51 0.09 -0.06
0.14 0.85 -0.21
0.49 -0.09 -0.08
1.65 -0.13 0.76
-0.16 -1.17 -1.18
0.31 2.56 -1.38
-1.08 -2.05 0.39
0.09 -1.15 0.16
0.69 1.73 1.57
-1.31 0.80 -1.19
0.03 0.05 0.14
0.09 -0.43 0.15
-0.36 0.36 -0.20
0.18 -0.52 0.58
-0.30 -0.95 -0.59
0.25 -0.49 -1.20
0.29 -0.76 1.42
0.44 1.87 1.11
0.99 -3.13 -2.31
-2.91 0.88 -0.58
0.64 1.27 1.46
0.21 0.10 -0.25
-0.09 0.46 0.81
0.06 0.30 0.17
0.23 0.45 -0.17
0.43 0.32 1.52
0.19 -0.58 -1.60
1.19 1.19 -0.23
-2.47 0.59 -0.16
-0.47 -0.06 -0.59
-0.10 -1.46 -0.29
1.91 -0.22 0.31
-0.64 0.12 -0.05
-0.35 -0.05 0.24
0.02 0.01 -0.04
0.33 0.38 0.82
1.63 -0.01 -0.61
0.53 2.01 -0.33
-1.89 -2.16 -0.16
0.87 0.62 2.44
1.11 0.55 0.64
0.66 0.49 -2.58
-2.02 -0.46 0.12
-0.34 -0.43 0.56
-0.55 0.18 -0.16
0.45 -0.06 0.02
-0.45 -0.75 0.09
-0.46 0.61 -0.99
-0.37 -0.48 -0.80
0.21 -1.56 0.54
1.80 -1.04 -1.39
-1.11 2.23 -1.87
1.26 1.84 1.87
-1.42 -0.90 1.42
0.09 -0.67 -0.35
0.06 0.01 1.22
0.13 -0.27 0.43
-0.33 0.33 -0.08

Values from the calculation:
**HOMO-LUMO gap**: 9.535 eV
**HOMO**: -0.345 hartree
**Net charge**: 0
**E_LUMO**: 0.14 eV
**Total energy**: -171247.896 eV

This record from the Open Molecules 2025 dataset describes a structure of composition C30H41AsClF6NO4PdSbSi in a non-equilibrium geometry. The level of theory is wB97M-V/def2-TZVPD.

Each line ends with the Mulliken spin population.
Element x y z (Å)
1 Pd 0.396 0.096 0.005  -0.019
2 C 1.634 2.285 1.937  0.003
3 Si 0.904 0.919 3.062  -0.028
4 C 2.211 0.404 4.384  0.018
5 C -0.675 1.636 3.859  0.019
6 N 0.512 -0.508 2.111  0.464
7 C -0.299 -1.484 2.532  0.138
8 C -0.495 -1.789 3.903  0.123
9 C -1.404 -2.729 4.322  -0.024
10 C -2.178 -3.429 3.400  0.187
11 C -1.984 -3.208 2.051  -0.115
12 C -1.048 -2.284 1.612  0.150
13 O -0.782 -2.129 0.281  0.068
14 C -1.785 -2.508 -0.610  -0.019
15 C -3.068 -1.977 -0.502  0.016
16 C -4.009 -2.291 -1.462  -0.004
17 C -3.681 -3.136 -2.512  0.003
18 C -2.409 -3.677 -2.597  -0.002
19 C -1.452 -3.369 -1.645  0.005
20 H 1.850 3.155 2.552  0.001
21 H 0.895 2.606 1.203  -0.001
22 H 2.553 2.019 1.414  0.000
23 H 2.970 1.170 4.502  0.001
24 H 2.711 -0.530 4.144  -0.001
25 H 1.734 0.278 5.351  0.001
26 H -0.435 2.439 4.550  0.002
27 H -1.251 0.883 4.388  -0.004
28 H -1.306 2.046 3.075  -0.001
29 H 0.107 -1.257 4.620  -0.002
30 H -1.526 -2.928 5.377  0.004
31 H -2.914 -4.145 3.731  0.005
32 H -2.556 -3.769 1.328  0.000
33 H -3.301 -1.290 0.299  0.001
34 H -4.993 -1.858 -1.386  0.000
35 H -4.414 -3.354 -3.273  0.000
36 H -2.159 -4.347 -3.403  0.000
37 H -0.458 -3.783 -1.698  -0.001
38 F -1.675 0.837 0.962  0.006
39 Sb -2.380 1.862 -0.703  0.000
40 F -0.206 2.143 -0.735  0.004
41 F -3.763 1.233 -2.002  0.000
42 F -2.166 3.485 0.337  0.000
43 F -3.955 1.611 0.422  0.000
44 F -2.019 2.978 -2.281  0.000
45 C 4.856 0.163 1.481  0.002
46 C 4.504 0.597 0.066  -0.004
47 As 2.768 -0.098 -0.662  0.004
48 C 3.350 -1.977 -0.869  0.000
49 C 2.153 -2.882 -1.118  0.005
50 C 3.102 0.530 -2.504  0.001
51 C 2.560 1.939 -2.705  0.000
52 H 5.830 0.559 1.763  0.000
53 H 4.906 -0.922 1.545  0.000
54 H 4.119 0.517 2.197  0.001
55 H 5.262 0.222 -0.633  0.000
56 H 4.500 1.689 -0.010  0.000
57 H 3.887 -2.295 0.029  0.000
58 H 4.047 -2.014 -1.715  0.000
59 H 1.516 -2.899 -0.231  -0.006
60 H 2.465 -3.903 -1.336  0.000
61 H 1.567 -2.493 -1.953  0.000
62 H 2.613 -0.160 -3.195  0.000
63 H 4.185 0.501 -2.680  0.000
64 H 1.485 1.940 -2.538  0.000
65 H 2.748 2.290 -3.717  0.000
66 H 3.019 2.643 -2.007  0.000
67 C -0.383 2.215 -4.925  0.000
68 C 0.309 1.007 -5.478  0.000
69 C 1.528 1.201 -6.118  0.000
70 C 2.200 0.170 -6.745  0.000
71 Cl 3.695 0.491 -7.552  0.000
72 C 1.667 -1.109 -6.741  0.000
73 C 0.478 -1.328 -6.082  0.000
74 C -0.213 -0.297 -5.441  0.000
75 O -1.410 -0.699 -4.922  0.000
76 C -1.940 -0.138 -3.754  0.001
77 C -0.994 -0.216 -2.575  0.001
78 O 0.175 -0.569 -2.652  0.002
79 O -1.503 0.054 -1.419  -0.007
80 H 0.166 3.113 -5.197  0.000
81 H -0.449 2.196 -3.840  0.000
82 H -1.390 2.305 -5.328  0.000
83 H 1.933 2.200 -6.167  0.000
84 H 2.171 -1.915 -7.245  0.000
85 H 0.048 -2.317 -6.049  0.000
86 H -2.819 -0.749 -3.520  0.000
87 H -2.284 0.896 -3.862  0.000

Force components x, y, z for each atom (eV/Å):
1.30 0.36 1.89
-0.38 -0.67 0.35
0.73 1.73 0.89
-0.66 0.12 -0.54
0.61 -0.51 -0.51
-0.41 -0.49 -1.65
0.33 0.14 -0.63
-0.23 -0.16 0.52
0.41 0.43 0.38
0.06 0.10 -0.33
-0.07 -0.18 -0.04
-0.05 -0.44 -0.85
-0.47 -0.18 0.97
-0.58 -0.45 -0.58
0.36 -0.07 0.11
0.03 -0.07 0.11
-0.01 -0.04 -0.06
-0.21 -0.01 -0.06
0.12 0.27 0.51
0.07 0.10 0.26
-0.08 -0.05 -0.12
-0.01 -0.07 0.06
0.11 0.20 -0.05
0.07 -0.14 -0.12
-0.12 -0.04 0.24
0.19 0.10 0.14
-0.08 -0.11 0.13
-0.06 0.02 -0.16
0.03 0.06 0.17
0.05 0.06 0.05
-0.01 -0.07 0.00
0.03 0.03 -0.02
-0.02 0.10 0.05
-0.11 0.08 -0.05
-0.07 -0.08 -0.06
0.06 -0.06 -0.15
0.14 0.00 -0.02
0.39 -0.03 -1.29
0.24 0.76 -0.02
-0.89 -0.42 -0.23
0.87 0.28 0.86
-0.32 -0.97 -0.71
0.79 0.13 -0.65
-0.32 -0.73 1.02
-0.19 -0.07 -0.18
-0.46 0.28 0.40
0.95 -0.62 -0.73
-0.32 -0.07 0.21
-0.04 0.09 0.06
-0.49 0.23 -0.07
-0.07 -0.08 0.16
0.05 0.03 0.05
0.02 -0.08 0.12
-0.02 0.02 0.14
-0.38 -0.02 -0.07
-0.10 -0.12 -0.08
-0.01 0.16 -0.06
-0.06 0.25 0.15
-0.03 -0.04 -0.14
0.02 -0.01 -0.05
-0.09 -0.16 0.02
0.00 -0.03 0.14
-0.18 -0.20 0.27
-0.07 0.17 0.03
0.07 -0.01 -0.07
-0.05 0.06 -0.02
-0.07 -0.03 0.08
-0.22 -0.26 0.03
0.07 -0.21 -0.19
-0.30 -0.10 0.21
0.29 0.03 -0.14
0.16 0.20 -0.01
-0.20 0.23 0.22
0.58 -0.09 -0.46
0.03 0.08 -0.26
-0.10 0.06 0.28
0.09 -0.10 -0.66
0.11 0.03 -0.08
-0.94 1.20 0.71
0.02 0.06 -0.03
-0.12 0.08 0.10
-0.10 0.06 0.06
0.07 0.12 0.00
0.13 -0.13 -0.08
-0.08 -0.11 0.00
0.15 0.24 0.08
0.05 -0.18 0.03

Values from the calculation:
**HOMO-LUMO gap (alpha / beta)**: 5.677 / 5.206 eV
**HOMO (alpha / beta)**: -0.297 / -0.297 hartree
**Net charge**: 0
**2S+1**: 2
**E_LUMO (alpha / beta)**: -2.41 / -2.88 eV
**Total energy**: -149018.656 eV

The lowest total energy belongs to which entry?
C40H80O31S6

What is the total energy in the first record?
-13495.182 eV

total energy of number 3 (C30H41AsClF6NO4PdSbSi)?
-149018.656 eV